# 1
The following is a DFT calculation (ωB97M-V/def2-TZVPD) of 3 unconnected molecules or ions with the total composition C3H12N2O3 in a non-equilibrium geometry.

The geometry in XYZ format:
```
20
C3H12N2O3 | OMol25 | ωB97M-V/def2-TZVPD
O -1.58380 0.90455 -1.64179
C -1.09483 0.69074 -0.46859
N 0.25679 0.20691 -0.40441
C 0.87385 -0.07372 -1.67212
N 1.86038 -1.10319 -1.50184
C -1.17863 2.00661 0.36717
H 0.21035 -0.46831 0.37389
H 1.28621 0.86888 -2.10302
H 0.03225 -0.38013 -2.33614
H -0.11349 -1.26389 1.70872
H 1.50701 -1.70670 -0.75723
H -0.69525 1.87401 1.36056
H -2.15430 2.39893 0.66080
H -0.51698 2.77545 -0.06068
H 2.73918 -0.79973 -1.04094
H 1.05394 -2.92664 1.53747
O 0.99940 -2.10560 1.04016
H -1.80185 0.04950 0.14278
H -0.81186 -0.32040 2.85003
O -0.86837 -0.62728 1.94518
```

* HOMO-LUMO gap: 4.60 eV
* LUMO energy: -4.07 eV
* HOMO energy: -8.6778 eV
* relative energy (zero: lowest compared OMol25 entry of this formula, charge and spin): 711.1 kJ/mol

# 2
The following is a DFT calculation (ωB97M-V/def2-TZVPD) of 8 unconnected molecules or ions with the total composition C28H76N4O10 in a non-equilibrium geometry.

The geometry in XYZ format:
```
118
C28H76N4O10 | OMol25 | ωB97M-V/def2-TZVPD
C -4.75817 -3.28082 5.03951
O -5.05225 -1.88487 5.18703
C -4.64203 -1.40252 6.51357
C -4.97157 0.06789 6.71598
C -4.06035 0.96642 5.86050
N -4.71850 0.48615 8.03590
H -5.10653 -3.82057 5.92009
H -3.69010 -3.34183 4.83065
H -5.34863 -3.66138 4.20607
H -5.18723 -2.04281 7.20703
H -3.62424 -1.72764 6.72922
H -6.00928 0.34355 6.52820
H -4.61363 1.89967 5.75553
H -3.86587 0.54245 4.87534
H -3.15772 1.43067 6.25776
H -5.07231 1.42711 8.13346
H -5.32520 -0.12815 8.55997
C -4.97135 -1.12240 -1.19262
O -4.15584 -0.47095 -2.23248
C -4.78088 0.55142 -3.05958
C -5.08552 1.86426 -2.47174
C -5.66721 2.93056 -3.41147
N -3.81009 2.36560 -2.12239
H -4.50607 -2.01195 -0.76796
H -5.84389 -1.53981 -1.69515
H -5.16340 -0.44175 -0.36320
H -4.08471 0.71368 -3.88245
H -5.63527 0.13630 -3.59417
H -5.77637 1.79614 -1.63140
H -5.58157 3.89983 -2.92026
H -6.62379 2.58249 -3.80120
H -5.21287 3.01545 -4.39862
H -3.38898 1.49707 -1.82505
H -3.28118 2.47128 -2.97631
C -5.13227 -0.87425 -9.80482
O -4.19617 -0.61428 -8.82097
C -2.94374 -1.39472 -8.89920
C -1.93107 -1.08746 -7.82342
N -1.31852 0.15910 -8.04203
C -0.47374 0.58338 -6.93273
C -0.30133 2.02486 -7.03848
O -1.36718 2.72903 -6.34854
C -1.35522 4.14808 -6.39736
H -4.66357 -0.88122 -10.78889
H -5.78363 -0.00045 -9.78756
H -5.72131 -1.76189 -9.57409
H -2.48927 -1.25668 -9.88027
H -3.38573 -2.37861 -8.74195
H -1.21917 -1.91042 -7.88699
H -2.46204 -1.31215 -6.89839
H -2.00183 0.89634 -8.14035
H 0.47612 0.04913 -6.95405
H -0.87157 0.43114 -5.92941
H -0.05806 2.44652 -8.01374
H 0.57119 2.32100 -6.45616
H -0.92065 4.61247 -5.51215
H -2.39008 4.48961 -6.37494
H -0.78010 4.46115 -7.26876
C 1.51151 -7.32314 -0.39786
O 2.13520 -6.54963 -1.34503
C 1.36919 -5.41015 -1.71234
C 2.14432 -4.54311 -2.69693
N 3.46267 -4.27815 -2.04511
C 4.54491 -3.80637 -2.91418
C 5.93334 -4.49129 -2.62977
O 6.19661 -4.11716 -1.29128
C 7.29416 -4.78699 -0.63422
H 2.16604 -8.16834 -0.18495
H 0.54599 -7.61120 -0.81366
H 1.36799 -6.74724 0.51639
H 1.17831 -4.86394 -0.78858
H 0.33736 -5.58465 -2.01725
H 1.78315 -3.52809 -2.86241
H 2.17362 -5.03478 -3.66930
H 3.82705 -5.00806 -1.44967
H 4.66327 -2.72458 -2.85221
H 4.27705 -3.96090 -3.95939
H 6.60459 -4.03863 -3.35958
H 5.86160 -5.57537 -2.71766
H 7.09374 -5.29341 0.30996
H 7.91561 -4.04234 -0.13681
H 7.95694 -5.34638 -1.29445
C 1.11333 1.52397 0.15875
C 0.75206 1.75672 1.65530
O -0.22212 2.88977 1.70818
H 0.21298 1.18502 -0.35368
H 1.82784 0.70365 0.09049
H 1.45070 2.41783 -0.36596
H 1.56897 2.13809 2.26792
H 0.42923 0.81989 2.10942
H -0.95869 2.73335 1.11270
C 6.25217 -2.44500 5.75403
C 5.96247 -2.03466 4.40518
O 7.07247 -1.68329 3.66336
H 6.13642 -3.51591 5.92091
H 5.52261 -2.01277 6.43889
H 7.21373 -2.11144 6.14421
H 5.34805 -1.13475 4.37759
H 5.30684 -2.80199 3.99354
H 6.78005 -1.76325 2.75249
C -0.23027 7.60087 7.69515
C 0.84833 6.53774 7.17532
O 1.02718 6.43193 5.77151
H 0.26903 8.53031 7.42140
H -0.27168 7.50773 8.78038
H -1.23140 7.41791 7.30482
H 0.61944 5.50115 7.42269
H 1.74905 6.87931 7.68536
H 0.33931 5.88509 5.38501
C 6.25298 5.50314 4.91837
C 6.72289 4.36599 5.69283
O 5.53226 4.15186 6.53057
H 5.50946 5.12174 4.21851
H 7.01011 5.87275 4.22683
H 5.94244 6.36877 5.50349
H 7.55624 4.62040 6.34773
H 7.00421 3.41934 5.23152
H 4.72881 4.46284 6.10707
```

* HOMO-LUMO gap: 8.69 eV
* SMILES: COC[C@H](C)N.COC[C@H](C)N.COCCNCCOC.COCCNCCOC.CCO.CCO.CCO.CCO
* LUMO energy: 0.32 eV
* HOMO energy: -8.3682 eV
* relative energy (zero: lowest compared OMol25 entry of this formula, charge and spin): 562.4 kJ/mol

# 3
The following is a DFT calculation (ωB97M-V/def2-TZVPD) of a molecular structure, C12H11NO5ReSe in a non-equilibrium geometry.

The geometry in XYZ format:
```
31
C12H11NO5ReSe | OMol25 | ωB97M-V/def2-TZVPD
Re 0.02718 2.01668 0.17025
O -3.60373 2.67894 2.64392
C -2.71318 2.24632 1.77001
O -1.75412 2.90953 1.42705
C -3.07398 0.89504 1.20880
O -1.98752 0.30340 0.53938
C -1.33189 -0.74032 1.27516
C -0.31665 -0.18782 2.25344
O -0.06115 -0.75165 3.28014
O 0.22683 0.94980 1.83989
H -3.35193 3.57217 2.93151
H -3.46619 0.26427 2.00689
H -3.87285 1.06701 0.48449
H -2.05382 -1.36593 1.79518
H -0.79227 -1.33282 0.53643
C 2.02214 1.40546 -0.30747
C 1.95352 0.06397 -0.96740
C 1.81999 -0.05773 -2.35184
C 1.69885 -1.29510 -2.95455
C 1.71001 -2.45384 -2.17983
C 1.86443 -2.35248 -0.79862
C 1.98926 -1.10829 -0.20667
C 1.56172 -3.74887 -2.79658
N 1.44241 -4.78245 -3.28814
H 2.52139 2.14477 -0.92589
H 2.54832 1.33089 0.64469
H 1.79293 0.84090 -2.95745
H 1.59424 -1.37569 -4.02871
H 1.89655 -3.25310 -0.19867
H 2.12505 -1.03678 0.86781
Se -0.41552 3.15372 -1.71322
```

* HOMO-LUMO gap (spin up / spin down): 6.67 / 6.84 eV
* LUMO energy (spin up / spin down): -1.59 / -1.01 eV
* spin multiplicity: 2
* HOMO energy (spin up / spin down): -8.2671 / -7.8503 eV

# 4
The following is a DFT calculation (ωB97M-V/def2-TZVPD) of a molecular structure, C27H52B3NO6 in a non-equilibrium geometry.

The geometry in XYZ format:
```
89
C27H52B3NO6 | OMol25 | ωB97M-V/def2-TZVPD
C 3.97877 -3.38741 4.83702
C 4.19704 -3.81563 3.40212
O 5.22529 -4.31955 3.00542
O 3.16582 -3.58462 2.49350
C 3.23455 -2.21403 1.99773
C 2.22420 -1.34072 2.72282
C 2.00116 0.03694 2.03764
B 1.22640 1.02996 2.97399
O 1.34352 2.42597 2.87085
B 0.08148 3.00555 2.74660
O -1.03488 2.46005 3.37037
B -0.91470 1.07186 3.44345
C -1.98213 0.02431 2.96752
C -3.15220 -0.20371 3.95968
C -3.73798 -1.62036 3.87577
N -4.36340 -1.92290 2.58251
C -3.48872 -2.59146 1.60692
C -3.07074 -4.01687 1.95103
C -3.85649 -5.06887 1.51220
C -3.51234 -6.36785 1.76172
C -2.37763 -6.67903 2.47352
C -1.58025 -5.65574 2.91527
C -1.93514 -4.35336 2.64781
O -1.05891 -3.34800 3.08150
O 0.31971 0.60554 3.94112
H 4.84526 -3.70920 5.41381
H 3.06497 -3.82910 5.24103
H 3.89840 -2.30012 4.90136
H 3.04049 -2.27380 0.92364
H 4.27590 -1.89179 2.12657
H 1.26935 -1.87793 2.69251
H 2.47596 -1.16316 3.77098
H 2.97085 0.45014 1.72914
H 1.44513 -0.14561 1.10558
H 0.01729 3.98570 2.07776
H -2.40236 0.32552 1.99959
H -1.46019 -0.93333 2.86797
H -3.93932 0.54848 3.86333
H -2.79162 -0.11193 4.99641
H -3.01739 -2.37221 4.21900
H -4.55098 -1.63261 4.61546
H -5.10129 -2.59517 2.76844
H -4.06770 -2.65927 0.67768
H -2.58860 -2.02779 1.36074
H -4.74156 -4.82560 0.93030
H -4.12871 -7.17817 1.38337
H -2.07751 -7.70299 2.66234
H -0.66613 -5.85536 3.46457
H -1.03944 -3.43959 4.04099
C 2.29553 -1.01496 -4.39700
C 1.72049 0.35826 -4.06331
C 2.78687 1.42951 -3.84475
C 3.72857 1.17314 -2.66885
C 3.03264 1.00794 -1.31971
C 2.26546 2.25120 -0.87941
H 2.89764 -1.41060 -3.57728
H 1.49155 -1.72793 -4.58680
H 2.92078 -0.96851 -5.29100
H 1.07064 0.28234 -3.18622
H 1.08084 0.67702 -4.89096
H 2.29218 2.39659 -3.70947
H 3.38600 1.52576 -4.75585
H 4.43853 2.00398 -2.60457
H 4.33171 0.28256 -2.86870
H 3.79074 0.78190 -0.56420
H 2.35617 0.14775 -1.34250
H 2.92852 3.11647 -0.81695
H 1.82506 2.09551 0.10663
H 1.45244 2.48939 -1.56871
C -1.95032 3.09165 -2.16140
C -2.34711 3.17010 -3.63319
C -1.15016 3.21651 -4.58086
C -0.23507 4.43132 -4.41872
C -0.91950 5.78734 -4.58039
C -1.51661 6.00356 -5.96759
H -1.39835 3.97818 -1.84407
H -2.83808 3.01528 -1.53125
H -1.32762 2.21353 -1.97250
H -2.99656 4.03500 -3.79376
H -2.94631 2.28892 -3.87880
H -1.51587 3.17216 -5.61109
H -0.55016 2.31222 -4.43717
H 0.57520 4.35298 -5.15138
H 0.24743 4.39543 -3.43663
H -0.18008 6.57073 -4.39328
H -1.69768 5.91388 -3.82251
H -0.74962 5.91413 -6.73987
H -1.95200 7.00135 -6.04265
H -2.30714 5.28322 -6.18389
```

* HOMO-LUMO gap: 9.42 eV
* LUMO energy: 0.37 eV
* HOMO energy: -9.0544 eV

Here are the calculated calculated total energy numbers, same order: -12421.979 -56693.637 -91824.611 -44653.563 (eV).